A structure of composition C5H17HgIN2, computed with wB97M-V/def2-TZVPD.

Last column: natural (NBO) charge in e.
Cartesian coordinates (Å):
C1 0.363394 -2.667844 -3.016195  -1.134
C2 0.103866 1.515290 -3.627974  -1.031
H1 1.402231 -2.975746 -3.110110  0.229
H2 -0.001718 -2.463104 -4.039646  0.211
H3 -0.286840 -3.477866 -2.662822  0.248
H4 0.506847 2.266884 -2.931961  0.219
H5 0.777766 1.409074 -4.518147  0.212
H6 -0.894569 1.820012 -3.950675  0.219
Hg1 0.111433 -0.499329 -2.959535  1.265
C3 -0.716336 0.934284 -1.291512  -0.813
H7 -0.003462 1.741974 -1.080849  0.183
H8 -0.886540 0.372061 -0.350825  0.225
H9 -1.685303 1.363464 -1.575558  0.187
I1 0.271162 -2.230506 -0.471526  -0.225
N1 -1.317508 -0.059800 2.355891  -0.855
C4 -0.619162 0.251542 3.595284  -0.221
C5 0.899547 0.238372 3.432184  -0.219
N2 1.288006 0.506429 2.057348  -0.844
H10 -2.319358 -0.157653 2.478460  0.362
H11 -0.939157 -0.903944 1.920907  0.371
H12 -0.922745 1.277522 3.835263  0.176
H13 -0.851732 -0.421289 4.441308  0.168
H14 1.350110 0.972721 4.118026  0.167
H15 1.272262 -0.760288 3.687958  0.178
H16 0.805071 1.331962 1.707585  0.360
H17 2.292724 0.615772 1.957115  0.360

Atoms 1-2, force components in eV/Å:
-0.365 -0.509 -2.065
1.080 0.384 -1.655

Calculated values
**E_tot**: -20710.7921 eV
**E_HOMO (alpha / beta)**: -7.6320 / -7.4337 eV
**Total charge**: 0
**LUMO (alpha / beta)**: -1.03 / -0.69 eV
**2S+1**: 1